Formula: C105H123N21O6S
Source: the OMol25 dataset
Level of theory: the ωB97M-V functional and the def2-TZVPD basis

XYZ file:
```
256
Properties=species:S:1:pos:R:3:lowdin_charge:R:1
C 4.4372 -3.8885 -5.0229 -0.0742
C 1.4860 5.3081 3.6485 -0.0186
H -7.4671 -5.2385 -1.3216 0.0930
C 2.9780 4.5310 5.3423 0.0074
H 2.2620 4.9259 6.0585 0.1044
H -2.8560 -0.0864 0.0349 0.1047
C -5.5851 5.7649 -1.0311 -0.0608
H 4.2877 4.1335 -4.0475 0.0896
H 0.0659 6.4270 -0.1012 0.0809
C -4.7227 0.3133 -2.5264 -0.1944
H 0.0983 -1.3835 10.5495 0.1146
H 3.8350 -5.9967 -0.6367 0.0674
C 3.7522 1.1343 -1.7742 -0.1150
C -6.8341 5.9589 -1.6460 -0.0754
C 3.4568 3.5174 -2.0948 -0.0760
H -1.1309 0.8360 2.1951 0.0254
H 1.1293 -1.9898 -4.6337 0.0771
C -6.4173 -0.6963 1.9319 -0.0784
C -2.8990 -4.3775 4.0319 -0.0602
C 0.8673 1.0215 -3.9224 -0.1479
N 1.8412 -8.1373 -3.2396 0.0489
H 4.2667 2.1830 1.2938 0.0760
H 4.7567 4.4401 3.4580 0.1385
C 3.9062 5.4040 1.7502 -0.2026
H 5.7509 -4.6934 -1.5889 0.0839
C -0.5832 -2.0843 1.2288 0.0124
H 0.0245 -8.7351 2.3612 0.0925
H -5.4828 5.3675 -0.0416 0.0723
C -6.2037 -3.6876 -0.6065 -0.0855
H -6.7199 -1.7414 1.8295 0.0969
H 3.8314 -0.0214 3.8716 0.0418
N 4.7202 -4.1205 0.0579 0.0441
C 2.0971 -2.4549 -4.6696 -0.1473
H -2.1105 1.5097 0.1288 0.1109
H 1.8159 -0.8729 2.8393 0.0938
H -5.5551 -6.8769 -1.1978 0.0851
O 2.6469 5.8037 1.1685 -0.0872
H 1.6292 -1.0139 0.0463 0.0439
C -1.7893 -4.0003 -5.9332 -0.0325
H 5.2650 -1.2673 5.4516 0.1125
C -6.6329 -0.0726 3.2122 -0.0641
H 2.1647 4.9640 1.0030 0.0554
C -0.6852 0.0263 -0.1701 -0.0701
C -0.9144 -0.3791 -4.5624 -0.1296
H 5.0385 1.9312 -4.6421 0.0932
C 7.9539 1.1972 1.7106 -0.1524
H 1.1701 -1.4873 -1.5228 0.1073
C 0.5438 -0.8172 6.8325 -0.0525
C -3.7651 -2.6836 -4.5592 -0.1601
H -0.7734 7.4178 -2.2916 0.0867
C -2.6367 3.8133 2.3146 -0.0673
H -1.7319 -1.0329 -4.1559 0.0853
C 4.9350 -1.8977 0.7917 -0.0559
C 3.3594 -6.6879 -1.3518 -0.0948
H 1.0679 1.1466 7.3959 0.0843
C -6.8650 6.5626 -2.8785 -0.2007
C 4.3486 -3.1598 0.8362 -0.1541
H 1.3627 4.3158 3.2505 0.0686
H 2.0490 -4.2651 5.1375 0.0975
H 3.6061 -3.3280 1.5363 0.0706
C 6.3149 -2.6679 -0.9568 -0.0504
H -0.5763 3.5496 2.6904 0.0765
C -5.8321 0.0427 0.9309 -0.0719
C 2.3831 -1.4826 3.6055 -0.1634
O -1.9725 0.4375 1.8630 -0.1192
H -5.2188 2.0447 0.4700 0.0919
H 6.4277 -0.6378 -0.0294 0.1013
H -5.9593 3.3097 -3.6061 0.1017
H -1.5421 -1.2267 3.9229 0.0874
H 3.3825 -0.1468 -9.7296 0.0997
H -0.9031 -3.6290 4.2574 0.0648
H 0.8265 -2.6846 -7.4834 0.0847
C 4.0911 3.3791 -3.3194 -0.0594
N -3.4649 0.5821 -2.5028 0.0824
C 1.7923 -6.8070 -3.1939 -0.1606
H 8.9269 0.9407 1.9637 0.0833
C -3.3915 6.0759 2.0688 -0.0489
C -1.2609 -2.2271 -1.1256 0.0005
H 1.4036 1.5739 -3.1610 0.0791
H 5.2200 1.3326 3.5398 0.1004
H 1.3878 -2.6946 -0.1428 0.0923
C -3.8007 -2.7132 -5.9403 -0.0911
C -0.1912 3.6535 -1.9722 -0.1663
H 3.9661 4.8120 5.8421 0.1324
N 0.3992 -5.3470 0.5636 0.0504
N -0.1368 0.2178 -3.6209 0.0478
H 2.9122 3.4980 5.1360 0.0730
H 7.0582 -2.4218 -1.7867 0.1183
H -3.5048 3.7833 -3.5708 0.0870
H 0.1725 0.5284 0.2312 0.0982
O 1.7215 3.0628 1.4967 -0.4234
C 4.4996 2.0724 -3.7236 -0.1655
C -4.0127 -4.3519 -0.0092 -0.1599
H 3.3807 -0.8561 -4.0172 0.0631
C -0.6339 6.3728 -2.1385 -0.0746
N -5.8952 2.0202 2.2543 0.0655
H 2.3102 -7.5055 2.3860 0.0991
C -2.0448 6.4241 2.1767 -0.1516
C 1.4502 -0.5903 -10.5632 -0.0897
C -5.6209 1.2837 -2.9835 -0.0638
H 3.5330 0.1943 -1.2766 0.0956
H 4.4462 4.6506 1.1869 0.0999
C 3.1396 -4.4014 -5.3430 -0.1643
H 2.1967 -5.0418 -1.9807 0.1136
C -4.6488 6.8028 -3.0176 -0.1392
H 3.0456 4.4863 -1.6901 0.1265
C -4.9402 -3.3369 -0.1619 -0.0790
H -6.6135 1.9583 4.1009 0.1055
C 3.3205 6.7672 4.1014 0.0027
H -5.0059 -0.5972 -2.0667 0.0695
H -6.7465 1.1504 -3.0906 0.1223
H -4.6872 -2.2290 -6.3891 0.1082
H -7.8091 6.7962 -3.3570 0.1022
H -4.2781 3.8965 6.0053 0.0851
H 2.4172 -5.3147 1.1513 0.0864
H -1.2875 1.0039 4.9747 0.0814
N -2.8080 -3.3270 -3.8248 0.0461
H -7.8119 5.7071 -1.2016 0.1111
H 3.0907 -5.4897 -5.6216 0.1149
H 2.9619 -1.5161 -7.6538 0.1104
H 2.0918 1.7149 -5.4847 0.0893
C -3.0364 1.7515 -2.9667 -0.1406
H -3.6995 1.5716 5.4121 0.0749
C 3.4619 -8.0765 -1.4874 -0.0658
C 0.3717 0.6672 -6.2466 -0.0769
C 5.3464 1.9974 1.4779 -0.0551
N -4.2884 -5.6018 -0.3502 0.0724
C -3.8535 2.8199 -3.2601 -0.0504
C -5.5069 -5.9152 -0.8058 -0.1247
C 3.7563 4.6215 3.0746 -0.1205
H -0.4712 -1.3015 -11.1691 0.0963
C -0.0742 4.3998 -0.7954 -0.0206
N -4.5263 -2.7258 3.3224 0.0456
C -0.6678 -0.1797 -5.9407 -0.0433
H 2.6058 2.3399 -0.4327 0.0783
C 0.2013 -7.7486 1.9807 -0.0680
C 0.0443 -2.0461 7.2579 -0.0719
H -1.1761 -0.6716 -6.7391 0.0883
H -1.1412 -4.4014 -3.9014 0.0776
C 4.5111 -2.5958 -4.5483 -0.0808
C -0.9080 -7.2142 1.2686 -0.0544
H -1.5304 -5.5840 -0.0379 0.0695
H 4.6636 -1.1931 1.5610 0.0877
C -3.6140 -1.7694 3.4342 -0.1361
C 6.2283 2.2362 0.3950 -0.0538
H -7.0318 -0.6380 4.0467 0.1043
H -3.4424 6.1740 -1.2966 0.0778
N 7.1184 1.0650 2.7630 0.0638
C 3.1843 2.3593 -1.3748 -0.0969
H -1.6431 -2.3222 1.2929 0.0811
C -0.7538 -6.0109 0.5723 -0.1494
N 1.8647 -2.5955 4.0632 0.0496
N -0.4023 -1.4939 -0.1664 -0.3002
C -1.5864 1.9498 5.3850 -0.0616
H 4.3436 -3.6021 6.0830 0.0977
C 2.5388 -3.3363 4.9028 -0.1903
C 5.8645 1.4507 2.6491 -0.1585
C -6.5382 -4.9849 -0.8834 -0.0567
H 4.3454 6.8907 4.3691 0.0954
C 1.1538 1.2572 -5.2721 -0.0410
O 2.5035 1.8757 3.5548 -0.3762
H 5.5376 -2.1843 -4.2735 0.1241
H 2.8106 7.2863 4.9214 0.1177
H -4.6096 -2.2071 -3.9458 0.1139
H -4.2564 6.7567 1.9313 0.1077
H 1.2583 6.0969 2.9867 0.0719
N 2.9217 5.3392 4.1214 -0.3166
C -1.3426 4.2743 2.4916 -0.1421
H -3.8465 -0.7353 3.1836 0.0872
H 8.1749 1.8981 -0.2858 0.0990
N -1.0595 5.5443 2.4076 0.0672
H 0.7297 -0.6299 5.7577 0.0981
C -2.1638 4.4714 6.0356 -0.1931
C 1.0458 -2.1178 -8.3916 -0.1602
N 0.0408 -2.0533 -9.3034 0.0615
H -3.8103 7.1680 -3.5754 0.0862
N -0.6158 4.1885 -3.1104 0.0497
C -1.9913 0.4790 0.4548 -0.2257
C 2.2267 -1.4077 -8.4715 -0.0766
H 0.2805 3.9077 0.0910 0.0627
O 2.4076 0.6887 1.4279 -0.3963
H 4.1375 -8.7747 -0.9979 0.0971
N -0.8785 4.1937 5.9311 0.0678
H 2.6374 -9.8175 -2.4563 0.0925
H -6.8012 -2.8133 -0.8862 0.1112
C 5.9909 -1.6549 -0.0270 -0.0634
C 1.0349 -1.7048 -0.4474 -0.0079
H -1.2586 -1.7209 -2.0877 0.0707
C 0.7016 0.2262 7.7728 -0.1587
H -2.4657 5.5462 6.1774 0.1148
H 4.6033 6.2474 1.8526 0.1199
H -0.0982 2.5674 -1.9724 0.0756
H 3.3036 3.6623 2.8246 0.0626
N 4.3571 0.9401 -3.0153 0.0528
C 7.5506 1.8304 0.5848 -0.1020
H -2.6925 -5.4835 4.2209 0.1177
H 0.4050 2.6565 5.2668 0.0902
C -0.1486 -2.2703 8.6171 -0.0838
N 2.0359 -3.7019 -5.1762 0.0487
S 1.7716 1.7568 2.2662 0.3033
H 5.3215 -4.5209 -4.9774 0.0986
C 3.7590 -2.9445 5.4362 -0.0602
C 3.5506 -0.9997 4.1580 -0.0853
H 5.9902 2.6674 -0.5585 0.0915
H -1.9749 1.9645 -3.1180 0.0745
H -0.5103 -3.1375 9.1467 0.0999
C -4.4365 6.2281 -1.7105 -0.0362
C -0.6085 2.9316 5.5330 -0.1446
H -0.0639 -2.8295 6.5417 0.0764
C -5.5739 1.3731 1.1959 -0.1951
C 0.2765 -1.3046 -10.3991 -0.1480
C -1.9101 -3.3906 4.0928 -0.0841
C -1.8715 -3.9386 -4.4888 -0.1593
C -5.2237 2.5755 -3.3174 -0.0641
H 0.0584 -3.0210 1.3843 0.1047
C -4.2365 -3.9839 3.6817 -0.1421
H 0.7462 0.8442 -7.2065 0.0846
H -1.6553 7.4565 2.1406 0.1078
H 1.0141 -6.3747 -3.8296 0.0970
H -3.0205 -4.0789 0.3489 0.0767
O 0.3644 1.4018 2.5429 -0.3782
C -6.3773 1.2681 3.2853 -0.1446
H -1.0971 -3.2650 -1.1198 0.0809
C -2.2577 -2.0388 3.8218 -0.0513
C 1.4380 -7.0882 1.9048 -0.0511
C -0.2294 5.8256 -0.9249 -0.0526
H -1.0306 5.9428 -4.2535 0.1077
N -5.8339 6.9222 -3.6092 0.0532
C -3.2591 3.6178 5.9215 -0.0447
H -4.6113 -2.3224 -0.1237 0.0671
C 2.4912 -6.0965 -2.2236 -0.1035
C 4.3379 -1.7007 5.0679 -0.0248
H -1.0254 -4.6274 -6.3545 0.0892
H 0.9453 5.4658 4.5344 0.0681
H -5.7436 -0.4139 -0.0817 0.0815
H -2.9695 -3.5093 -7.7638 0.1054
C 2.4576 -0.6771 -9.6370 -0.0808
C -0.8450 5.5056 -3.2564 -0.1315
C -3.6359 4.6670 2.0894 -0.0867
H 1.5219 0.0777 -11.4149 0.1024
H -2.7628 2.7695 2.2927 0.0791
H -4.6627 4.3214 1.9149 0.0853
C 2.6773 -8.7505 -2.4152 -0.1703
C 0.1156 -1.2137 9.4370 -0.1662
N 0.5049 0.0322 9.0504 0.0576
H 3.1577 7.2171 3.1112 0.1084
C -2.8545 -3.4546 -6.6815 -0.0591
C -2.9319 2.2481 5.6232 -0.0315
C 3.3064 -1.8786 -4.3972 -0.0743
H -5.0966 -4.6719 3.6187 0.1049
C 1.4517 -5.8424 1.2375 -0.1418
C 5.6238 -3.8975 -0.9110 -0.1231
H -0.6718 0.2014 -1.2916 0.1137
H -1.8906 -7.7492 1.3824 0.1166
H -0.2175 -1.2926 1.8835 0.0861
H -2.2773 -2.0397 -0.7182 0.0854
```

Results
Charge = 0
HOMO level = -8.68 eV
LUMO = 0.480 eV
HOMO-LUMO gap = 9.16 eV

=====

Formula: C10H10B2N2O22
Source: the OMol25 dataset
Level of theory: the ωB97M-V functional and the def2-TZVPD basis

XYZ file:
```
46
Properties=species:S:1:pos:R:3:lowdin_spin:R:1
C -8.8368 -11.7002 29.3682 0.0004
O -7.6102 -6.5135 30.7855 0.0055
C -7.7439 -8.7080 21.4840 0.0003
H -9.5548 -9.2493 26.3372 0.0001
O -7.0496 -7.6661 21.5187 -0.0001
C -7.4099 -7.6582 30.5333 0.0012
O -7.5477 -12.2526 27.4168 0.0007
O -8.3273 -11.8428 21.5687 0.0685
O -9.4574 -10.7667 23.3524 0.0703
H -9.4843 -6.7864 28.0032 0.0003
O -12.2983 -8.9537 28.5840 0.0021
N -8.8813 -6.0047 28.2162 0.0026
B -8.8228 -10.5525 22.0235 0.0114
H -4.7313 -7.6188 27.0414 0.0001
O -9.7517 -12.5047 29.2976 0.0003
O -11.0849 -10.3743 27.4139 0.0006
O -6.9535 -10.4650 28.7382 0.0004
O -7.8907 -13.7925 22.7908 0.2109
N -8.7135 -9.5489 25.8654 0.0008
H -8.7938 -9.9275 24.9325 0.0002
H -8.3570 -10.2673 26.4792 0.0002
C -6.1928 -7.4683 26.4899 0.0005
O -7.3349 -7.1002 26.4179 0.0013
H -8.6142 -6.2663 29.1544 0.0005
O -10.3758 -8.3426 27.6936 0.0017
O -8.6168 -10.8713 30.3426 0.0003
O -5.6066 -8.0577 32.1986 0.0004
H -11.8190 -8.1931 28.9205 0.0006
H -9.2647 -5.0828 28.3686 0.0054
C -8.4557 -12.6957 22.6270 0.2327
O -6.4422 -9.8043 30.9372 0.0001
O -7.6383 -9.6991 22.2490 0.0042
C -11.2464 -9.2609 27.8440 0.0006
O -9.6034 -12.3411 24.9153 0.1656
O -7.9592 -8.4962 29.6644 0.0005
H -8.1387 -6.0782 27.5355 0.0005
O -9.6571 -9.8836 21.0505 0.0008
O -5.4460 -7.1812 27.5097 0.0006
O -9.5372 -7.8536 19.9583 0.0001
O -5.6110 -8.1318 25.5977 0.0002
C -9.2397 -11.9998 23.7797 0.2034
B -7.5400 -9.8885 29.9498 0.0018
C -9.0544 -8.7558 20.6413 0.0002
C -7.7004 -11.5439 28.3852 0.0011
H -8.0942 -8.7518 25.9018 0.0001
C -6.3600 -8.5385 31.3270 0.0004
```

Results
Charge = -3
2S+1 = 2
HOMO level (spin up / spin down) = 4.32 / 0.30 eV
LUMO (spin up / spin down) = 5.769 / 5.655 eV
HOMO-LUMO gap (spin up / spin down) = 1.45 / 5.35 eV

=====

Formula: C10H10BrCaClO4
Source: the OMol25 dataset
Level of theory: the ωB97M-V functional and the def2-TZVPD basis

XYZ file:
```
27
Properties=species:S:1:pos:R:3:lowdin_charge:R:1
Ca 0.5690 -0.4362 0.8224 1.0399
H 0.0184 2.6362 -0.7413 0.0811
C 0.9068 1.9902 -0.6658 -0.2405
O 1.6636 -1.7477 2.3525 -0.5915
C -3.7168 0.5145 -0.7648 -0.2235
C -3.7031 -0.4664 0.2748 -0.2593
C 2.9166 1.1250 0.0397 -0.2667
O 3.1499 0.1143 2.7710 -0.3554
H -2.8536 -2.2685 -2.4319 0.0349
H -3.8794 -0.2871 1.3310 0.0242
C -3.1296 -1.5121 -1.7033 -0.2469
H 0.9415 0.8372 -2.6185 0.0675
H -3.2654 0.3324 -2.9619 0.0371
O 3.7823 -2.1389 3.3363 -0.3350
C 1.3864 1.0659 -1.6582 -0.2242
Br -1.1404 -0.2795 2.7492 -0.2422
H -3.9698 1.5667 -0.6629 0.0430
H 3.8716 0.9870 0.5121 0.0649
H 1.8315 2.7302 1.2786 0.0920
C 2.6314 0.5587 -1.2252 -0.2204
C -3.3568 -1.7226 -0.3113 -0.2395
H -3.2678 -2.6751 0.2029 0.0440
H 3.3332 -0.0559 -1.7714 0.0739
O 3.6473 -1.4651 1.0283 -0.3760
C 1.8597 2.0328 0.4073 -0.2318
Cl 3.1222 -1.3041 2.3942 0.6916
C -3.3485 -0.1317 -1.9837 -0.2411
```

Results
Charge = -2
HOMO level = -0.40 eV
LUMO = 5.247 eV
HOMO-LUMO gap = 5.65 eV

=====

Formula: C10H10BrNO
Source: the OMol25 dataset
Level of theory: the ωB97M-V functional and the def2-TZVPD basis

XYZ file:
```
23
Properties=species:S:1:pos:R:3:lowdin_charge:R:1
H -2.6520 0.4125 -1.7475 -0.0077
C 1.4892 -1.8709 1.4203 -0.0963
Br -2.6515 -1.6999 -0.3323 0.5620
C 0.4921 -0.0256 0.1702 -0.1915
H -1.5098 4.0467 0.0058 0.1397
H 0.2091 2.5109 -1.2547 0.1232
O -2.1191 2.2608 1.0044 -0.0513
C 0.5792 -0.8513 1.3349 -0.0343
N -1.4270 1.0151 1.2014 0.0485
H -0.1974 -0.6649 2.0610 0.0991
H 1.6470 -2.4567 2.3382 0.1117
C -0.6488 0.8792 0.0413 -0.3294
C 1.4506 -0.3210 -0.8077 -0.0389
H -1.1894 -0.4276 -2.1487 -0.0305
H 2.9614 -3.0365 0.6907 0.0863
C 2.3342 -1.4120 -0.7022 -0.0891
C -0.4766 2.2080 -0.4782 -0.0407
C -1.8699 -0.2244 -1.4186 -0.4053
H 1.6148 0.2109 -1.7957 0.1291
C -1.4331 2.9503 0.0186 -0.0913
H 3.1322 -1.6304 -1.4135 0.1036
C 2.4196 -2.1806 0.4404 -0.0878
H -2.1549 0.3072 1.3718 0.0911
```

Results
Charge = 0
HOMO level (spin up / spin down) = -7.69 / -7.69 eV
LUMO (spin up / spin down) = 0.370 / 0.370 eV
HOMO-LUMO gap (spin up / spin down) = 8.06 / 8.06 eV